# 1
The following is a DFT calculation (the ωB97M-V functional and the def2-TZVPD basis) of C32H50ClO3PV as an isolated structure in a non-equilibrium geometry.

## Properties
**Net charge**: -1
**2S+1**: 3
**F_max**: 3.26 eV Å⁻¹
**HOMO-LUMO gap (spin up / spin down)**: 0.251 / 0.240 Eh
**LUMO level (spin up / spin down)**: 2.202 / 1.913 eV
**Calculated total energy**: -87636.8964 eV

Geometry (Å):
V  0.34  -0.02  0.28
P  -0.07  0.46  -2.04
Cl  2.36  0.71  0.55
C  -0.52  1.34  1.62
H  0.16  2.16  1.97
H  -1.56  1.63  1.46
C  1.27  -0.57  -2.97
C  0.09  2.24  -2.66
C  2.68  -0.05  -2.68
H  1.15  -1.55  -2.47
C  3.75  -1.04  -3.13
H  2.83  0.93  -3.17
H  2.82  0.13  -1.60
C  3.59  -1.44  -4.60
H  4.73  -0.59  -2.98
H  3.69  -1.93  -2.50
C  2.14  -1.81  -4.97
H  3.92  -0.61  -5.24
H  4.25  -2.29  -4.83
C  1.11  -0.79  -4.48
H  2.05  -1.91  -6.06
H  1.90  -2.79  -4.53
H  1.27  0.16  -5.02
H  0.10  -1.13  -4.74
C  -1.71  -0.14  -2.78
C  0.60  2.42  -4.09
H  -0.97  2.55  -2.61
C  0.45  3.87  -4.56
H  1.66  2.13  -4.13
H  0.05  1.78  -4.80
C  1.12  4.86  -3.61
H  0.88  3.96  -5.56
H  -0.62  4.11  -4.66
C  0.80  4.61  -2.13
H  2.21  4.82  -3.75
H  0.81  5.88  -3.88
C  0.88  3.14  -1.70
H  1.47  5.21  -1.51
H  -0.22  4.98  -1.93
H  1.93  2.81  -1.69
H  0.51  3.03  -0.67
C  -1.79  -1.67  -2.79
H  -2.43  0.25  -2.04
C  -3.16  -2.18  -3.26
H  -1.02  -2.07  -3.46
H  -1.57  -2.06  -1.79
C  -3.63  -1.56  -4.58
H  -3.11  -3.27  -3.37
H  -3.90  -1.97  -2.48
C  -3.47  -0.04  -4.63
H  -3.07  -2.01  -5.42
H  -4.68  -1.82  -4.75
C  -2.10  0.46  -4.15
H  -3.64  0.32  -5.65
H  -4.25  0.42  -4.00
H  -1.35  0.18  -4.91
H  -2.12  1.55  -4.11
C  0.01  -1.79  0.05
C  -0.28  -0.01  2.30
H  0.23  -2.12  -0.99
C  -1.48  -0.75  2.92
H  0.61  -0.05  2.96
C  -1.31  -2.26  3.13
H  -1.68  -0.26  3.90
H  -2.38  -0.51  2.32
C  -1.31  -3.05  1.82
H  -0.39  -2.48  3.71
H  -2.17  -2.58  3.72
C  0.03  -2.90  1.04
H  -1.49  -4.11  2.05
H  -2.17  -2.73  1.20
H  0.90  -2.77  1.71
H  0.19  -3.86  0.53
O  3.41  0.82  3.46
C  3.01  -0.27  4.16
C  2.43  -0.09  5.43
C  1.87  -1.17  6.06
C  1.91  -2.45  5.49
C  2.56  -2.64  4.26
C  3.09  -1.56  3.58
C  3.73  -1.74  2.20
O  4.74  -0.97  2.03
O  3.15  -2.52  1.42
H  3.90  0.47  2.68
H  2.47  0.93  5.86
H  1.41  -1.00  7.05
H  1.45  -3.29  6.00
H  2.61  -3.63  3.81

# 2
The following is a DFT calculation (the ωB97M-V functional and the def2-TZVPD basis) of a 2-piece molecular cluster, C2H7N2O2 overall in a non-equilibrium geometry.

## Properties
**Net charge**: 0
**2S+1**: 2
**F_max**: 2.09 eV Å⁻¹
**Energy above the lowest of the compared OMol25 structures with the same formula, charge and spin**: 0.361 eV
**HOMO-LUMO gap (spin up / spin down)**: 0.352 / 0.176 Eh
**LUMO level (spin up / spin down)**: 0.675 / -4.120 eV
**Calculated total energy**: -9259.9441 eV

Geometry (Å):
N  -0.38  -0.23  1.00
C  1.05  -0.36  0.79
N  1.80  -0.81  1.97
H  -0.96  -1.07  0.98
H  -0.83  0.35  0.28
H  1.44  0.63  0.54
H  1.28  -1.03  -0.05
H  1.33  -1.66  2.29
H  1.50  -0.15  2.70
O  -1.13  1.80  -3.56
C  -1.54  1.11  -2.59
O  -1.25  1.05  -1.42
H  -2.31  0.38  -2.94